Entry 1:
DFT (ωB97M-V with the def2-TZVPD basis set) results for 12 unconnected molecules or ions with the total composition C30H90N18O12 in a non-equilibrium geometry.

Properties
**SMILES string**: COC[C@H](C)N.COC[C@H](C)N.COC[C@H](C)N.COC[C@H](C)N.COC[C@H](C)N.COC[C@H](C)N.NC(N)=O.NC(N)=O.NC(N)=O.NC(N)=O.NC(N)=O.NC(N)=O
**E**: -83956.3278 eV
**Maximum force**: 7.41 eV/Å
**ΔE to the lowest compared entry with this formula, charge and spin**: 897.9 kJ/mol

```
! wB97M-V def2-TZVPD RIJCOSX def2/J DEFGRID3
* xyz 0 1
C -5.440 -5.179 3.955
O -6.659 -5.252 3.876
N -4.779 -4.336 4.661
N -4.646 -6.038 3.412
H -5.206 -3.603 5.209
H -3.773 -4.414 4.670
H -3.660 -5.989 3.626
H -5.024 -6.830 2.914
C 1.780 0.492 -6.582
O 1.212 -0.259 -7.373
N 1.413 1.690 -6.240
N 2.833 0.193 -5.937
H 2.080 2.247 -5.726
H 0.692 2.177 -6.754
H 3.260 0.731 -5.196
H 3.180 -0.752 -6.008
C 0.076 -5.483 -4.155
O 1.312 -5.320 -4.034
N -0.552 -5.071 -5.201
N -0.783 -5.923 -3.250
H -1.533 -4.830 -5.192
H 0.053 -4.628 -5.878
H -1.767 -5.758 -3.409
H -0.350 -5.873 -2.339
C 1.715 7.108 -3.068
O 2.379 6.659 -3.922
N 2.157 7.534 -1.883
N 0.460 7.230 -3.135
H 1.448 7.844 -1.234
H 3.164 7.582 -1.827
H -0.071 7.619 -2.369
H 0.069 6.927 -4.016
C -8.883 0.228 0.566
O -8.543 0.942 1.468
N -8.111 -0.575 -0.086
N -10.096 0.183 0.054
H -8.461 -1.144 -0.844
H -7.136 -0.515 0.173
H -10.869 0.799 0.262
H -10.082 -0.466 -0.719
C 6.446 -8.177 -1.458
O 7.031 -9.041 -0.815
N 6.227 -6.954 -1.044
N 6.186 -8.255 -2.711
H 6.702 -6.626 -0.215
H 5.910 -6.349 -1.789
H 5.535 -7.616 -3.146
H 6.542 -9.107 -3.120
C 1.130 -9.280 5.115
C 1.228 -8.009 6.055
C 2.630 -7.981 6.734
O 2.793 -6.849 7.641
C 4.114 -6.601 8.162
N 1.142 -6.847 5.179
H 0.209 -9.489 4.572
H 1.195 -10.107 5.822
H 2.029 -9.297 4.498
H 0.470 -8.069 6.836
H 3.442 -7.862 6.016
H 2.866 -8.861 7.332
H 4.099 -5.765 8.861
H 4.769 -6.389 7.317
H 4.573 -7.410 8.732
H 1.770 -7.062 4.418
H 1.577 -6.059 5.638
C 12.421 2.270 6.560
C 11.354 3.209 6.058
C 9.958 2.578 6.404
O 9.672 1.381 5.640
C 8.445 0.841 5.923
N 11.631 4.398 6.847
H 13.436 2.568 6.299
H 12.403 1.253 6.167
H 12.373 2.209 7.647
H 11.319 3.477 5.002
H 9.191 3.315 6.165
H 9.886 2.406 7.478
H 8.483 -0.190 5.573
H 7.713 1.344 5.291
H 8.140 0.578 6.936
H 11.475 4.126 7.807
H 12.616 4.612 6.910
C -8.644 7.474 1.381
C -7.638 6.807 0.426
C -7.054 7.767 -0.657
O -6.279 7.048 -1.615
C -6.996 6.150 -2.512
N -6.520 6.092 1.059
H -9.400 7.998 0.796
H -8.032 8.114 2.017
H -9.279 6.833 1.991
H -8.093 5.972 -0.105
H -6.423 8.452 -0.091
H -7.912 8.368 -0.959
H -6.352 5.690 -3.262
H -7.765 6.671 -3.082
H -7.647 5.417 -2.035
H -7.040 5.284 1.372
H -5.849 5.734 0.395
C -12.752 -1.807 -7.034
C -11.949 -0.585 -7.137
C -10.405 -0.725 -7.506
O -9.648 -1.416 -6.511
C -8.291 -1.097 -6.533
N -12.743 0.386 -7.944
H -12.169 -2.549 -6.489
H -12.792 -2.222 -8.041
H -13.732 -1.661 -6.580
H -12.003 -0.177 -6.128
H -10.240 0.347 -7.615
H -10.335 -1.113 -8.522
H -7.800 -1.537 -5.665
H -8.046 -0.035 -6.493
H -7.816 -1.518 -7.418
H -13.720 0.367 -7.690
H -12.603 0.291 -8.940
C 8.636 3.370 -1.903
C 7.493 3.217 -0.884
C 7.587 4.227 0.293
O 7.615 5.569 -0.248
C 7.927 6.697 0.611
N 6.204 3.296 -1.581
H 8.522 2.654 -2.717
H 9.598 3.431 -1.394
H 8.524 4.379 -2.299
H 7.546 2.221 -0.444
H 8.553 4.041 0.763
H 6.917 4.200 1.153
H 7.066 6.829 1.267
H 8.038 7.588 -0.007
H 8.750 6.577 1.316
H 6.103 4.248 -1.901
H 5.441 3.138 -0.939
C 1.689 -1.253 0.757
C 0.638 -0.284 0.279
C -0.804 -0.738 0.671
O -1.776 0.179 0.305
C -1.736 0.650 -1.010
N 1.022 1.013 0.949
H 2.713 -0.960 0.527
H 1.623 -2.233 0.285
H 1.616 -1.191 1.843
H 0.554 -0.227 -0.807
H -0.887 -1.056 1.710
H -1.021 -1.691 0.188
H -2.706 1.108 -1.207
H -1.614 -0.149 -1.741
H -1.046 1.478 -1.173
H 0.308 1.686 0.712
H 0.886 0.911 1.945
*
```

Entry 2:
DFT (ωB97M-V with the def2-TZVPD basis set) results for 9 unconnected molecules or ions with the total composition C30H90N9O9P3S6 in a non-equilibrium geometry.

Properties
**E**: -157279.0302 eV
**Maximum force**: 5.16 eV/Å
**ΔE to the lowest compared entry with this formula, charge and spin**: 419.5 kJ/mol

```
! wB97M-V def2-TZVPD RIJCOSX def2/J DEFGRID3
* xyz 0 1
O 8.908 2.114 0.421
P 8.813 2.843 -0.896
N 10.312 3.379 -1.533
C 11.227 2.335 -1.734
C 10.957 4.634 -1.053
N 7.907 4.276 -0.760
C 7.851 4.825 0.611
C 7.531 5.142 -1.855
N 8.104 1.965 -2.144
C 8.559 2.097 -3.551
C 7.693 0.650 -1.849
H 12.197 2.731 -2.037
H 10.973 1.662 -2.552
H 11.277 1.875 -0.747
H 11.888 4.824 -1.586
H 11.285 4.545 -0.017
H 10.181 5.398 -1.101
H 8.870 5.208 0.663
H 7.324 5.763 0.785
H 7.578 4.071 1.349
H 7.173 4.608 -2.735
H 6.656 5.712 -1.543
H 8.301 5.876 -2.096
H 9.472 1.595 -3.871
H 7.737 1.978 -4.256
H 8.889 3.125 -3.704
H 7.128 0.646 -0.916
H 8.620 0.079 -1.805
H 7.059 0.134 -2.571
O -1.328 -3.208 -6.642
P -2.294 -2.888 -7.737
N -3.904 -2.709 -7.101
C -4.045 -2.192 -5.646
C -4.901 -2.267 -7.939
N -2.548 -4.184 -8.795
C -1.879 -5.374 -8.394
C -3.298 -4.171 -9.949
N -2.052 -1.502 -8.788
C -0.924 -1.600 -9.686
C -2.093 -0.176 -8.128
H -5.086 -2.187 -5.323
H -3.831 -1.123 -5.651
H -3.441 -2.755 -4.935
H -5.849 -2.057 -7.444
H -5.174 -3.084 -8.607
H -4.586 -1.451 -8.590
H -2.122 -5.554 -7.346
H -2.117 -6.264 -8.977
H -0.822 -5.109 -8.434
H -3.335 -3.190 -10.423
H -2.810 -4.728 -10.748
H -4.319 -4.522 -9.796
H -1.090 -0.851 -10.461
H 0.016 -1.396 -9.172
H -0.906 -2.568 -10.187
H -2.372 -0.369 -7.092
H -2.951 0.316 -8.586
H -1.183 0.401 -7.963
O -2.260 0.546 3.771
P -1.903 0.870 2.380
N -0.419 1.597 2.406
C 0.451 1.445 3.615
C 0.263 2.228 1.254
N -2.964 1.945 1.611
C -3.112 3.167 2.360
C -4.200 1.464 0.912
N -1.880 -0.503 1.337
C -0.903 -0.725 0.317
C -2.859 -1.642 1.549
H 0.016 2.132 4.341
H 1.472 1.824 3.566
H 0.532 0.465 4.086
H -0.167 3.225 1.168
H 0.122 1.681 0.321
H 1.311 2.391 1.507
H -2.162 3.442 2.816
H -3.613 3.990 1.850
H -3.872 3.046 3.132
H -4.806 0.974 1.675
H -4.589 2.387 0.484
H -3.954 0.800 0.084
H 0.068 -0.971 0.749
H -1.162 -1.672 -0.157
H -0.883 -0.004 -0.499
H -3.247 -2.023 0.605
H -3.721 -1.196 2.045
H -2.378 -2.487 2.041
C 6.749 -5.636 5.102
S 6.873 -4.206 3.902
O 6.725 -4.666 2.439
C 5.130 -3.624 4.236
H 7.471 -6.445 4.988
H 5.732 -6.027 5.112
H 6.768 -5.049 6.021
H 4.406 -4.427 4.102
H 4.852 -2.803 3.575
H 4.867 -3.106 5.158
C -0.154 -5.243 9.557
S 1.065 -4.848 8.247
O 1.544 -6.237 7.770
C -0.097 -4.306 6.956
H 0.226 -5.502 10.545
H -0.814 -6.072 9.303
H -0.908 -4.467 9.690
H 0.322 -4.503 5.969
H -0.554 -3.317 6.979
H -0.921 -5.020 6.956
C -10.200 4.758 2.294
S -10.944 6.023 3.408
O -10.291 7.407 3.361
C -12.527 6.223 2.383
H -9.529 4.090 2.833
H -9.731 5.174 1.402
H -10.996 4.061 2.032
H -12.444 5.912 1.341
H -12.758 7.288 2.414
H -13.267 5.590 2.874
C -4.472 0.891 10.004
S -5.626 -0.456 9.768
O -5.064 -1.624 10.524
C -7.002 0.315 10.789
H -4.958 1.802 9.654
H -3.633 0.533 9.408
H -4.226 0.956 11.064
H -6.689 1.147 11.421
H -7.366 -0.510 11.400
H -7.736 0.714 10.090
C 2.116 -8.477 2.239
S 1.626 -8.620 0.466
O 0.105 -8.358 0.525
C 2.499 -7.229 -0.209
H 1.573 -9.078 2.970
H 1.989 -7.457 2.602
H 3.172 -8.718 2.356
H 2.475 -6.352 0.437
H 2.097 -7.078 -1.211
H 3.554 -7.497 -0.263
C -2.758 6.261 -2.970
S -4.051 6.152 -4.257
O -5.065 5.098 -3.777
C -4.927 7.780 -3.895
H -2.515 7.292 -2.712
H -1.869 5.729 -3.307
H -3.104 5.774 -2.058
H -4.137 8.529 -3.955
H -5.475 7.858 -2.956
H -5.534 7.874 -4.795
*
```

Entry 3:
DFT (ωB97M-V with the def2-TZVPD basis set) results for 15 unconnected molecules or ions with the total composition C30H90O30 in a non-equilibrium geometry.

Properties
**E**: -93986.0966 eV
**Maximum force**: 3.48 eV/Å
**ΔE to the lowest compared entry with this formula, charge and spin**: 6.4 kJ/mol

```
! wB97M-V def2-TZVPD RIJCOSX def2/J DEFGRID3
* xyz -1 2
C 4.251 -1.099 -4.776
C 2.757 -0.830 -4.484
O 1.882 -1.717 -5.140
O 4.562 -2.409 -4.329
H 4.943 -0.407 -4.297
H 4.559 -1.107 -5.822
H 2.629 0.233 -4.689
H 2.525 -0.933 -3.425
H 1.035 -1.282 -5.265
H 3.730 -2.887 -4.366
C 0.130 0.533 0.601
C -0.148 0.403 -0.937
O -1.193 -0.443 -1.258
O 0.467 -0.773 1.164
H -0.750 0.885 1.138
H 0.976 1.173 0.850
H 0.777 0.127 -1.443
H -0.379 1.392 -1.335
H -0.864 -1.334 -1.397
H 1.290 -1.092 0.786
C -0.628 4.082 3.320
C -1.141 2.867 4.014
O -0.525 2.527 5.225
O 0.492 3.654 2.600
H -0.404 4.932 3.965
H -1.376 4.401 2.595
H -1.213 2.067 3.277
H -2.178 3.119 4.237
H 0.405 2.720 5.083
H 0.486 4.141 1.773
C 4.131 0.599 0.333
C 5.442 -0.069 -0.258
O 6.639 0.641 -0.133
O 4.327 0.516 1.823
H 3.157 0.186 0.072
H 3.969 1.609 -0.044
H 5.325 -0.455 -1.270
H 5.614 -1.019 0.249
H 7.328 0.018 -0.372
H 3.627 1.028 2.233
C -1.485 -1.905 -4.702
C -1.138 -3.151 -5.575
O -0.063 -3.857 -5.047
O -0.704 -0.785 -4.954
H -1.547 -2.142 -3.639
H -2.446 -1.590 -5.109
H -0.879 -2.888 -6.600
H -2.010 -3.804 -5.599
H 0.713 -3.294 -5.002
H -1.151 0.043 -4.764
C -4.445 0.802 1.533
C -4.278 2.030 2.388
O -4.964 1.928 3.660
O -3.995 1.089 0.276
H -5.509 0.633 1.364
H -3.924 -0.004 2.050
H -4.661 2.952 1.951
H -3.206 2.095 2.576
H -4.642 1.111 4.050
H -3.303 0.482 0.001
C -2.910 -2.811 1.349
C -2.151 -3.957 2.030
O -1.176 -4.544 1.211
O -2.223 -1.556 1.401
H -3.766 -2.808 2.023
H -3.138 -3.083 0.318
H -2.874 -4.752 2.215
H -1.715 -3.599 2.962
H -0.711 -5.221 1.709
H -1.632 -1.438 0.654
C 3.423 -2.985 3.251
C 4.642 -2.400 3.950
O 5.500 -1.621 3.114
O 3.801 -3.724 2.092
H 2.690 -2.214 3.016
H 2.877 -3.647 3.923
H 5.259 -3.092 4.523
H 4.302 -1.740 4.747
H 4.930 -1.028 2.618
H 4.374 -4.448 2.356
C 0.001 -0.682 4.258
C -0.014 -0.727 5.772
O -0.025 -2.072 6.099
O -1.374 -0.709 3.835
H 0.679 -1.456 3.898
H 0.474 0.192 3.808
H -0.860 -0.130 6.111
H 0.903 -0.274 6.149
H -0.914 -2.337 5.852
H -1.489 -0.952 2.914
C -3.154 1.310 -3.941
C -3.739 2.717 -3.579
O -4.367 3.412 -4.652
O -2.073 1.542 -4.765
H -3.820 0.684 -4.535
H -2.900 0.793 -3.015
H -2.895 3.271 -3.169
H -4.431 2.682 -2.737
H -4.678 4.282 -4.392
H -2.187 2.442 -5.078
C -3.003 4.514 -0.127
C -2.430 5.853 -0.634
O -2.397 5.734 -2.057
O -2.107 3.452 -0.240
H -3.954 4.363 -0.637
H -3.242 4.561 0.935
H -1.439 6.167 -0.305
H -3.062 6.700 -0.368
H -2.416 6.599 -2.475
H -2.723 2.787 0.076
C 1.423 3.674 -1.741
C 0.720 4.485 -2.891
O -0.516 3.878 -3.153
O 0.717 3.782 -0.606
H 2.384 4.095 -1.446
H 1.615 2.620 -1.943
H 1.342 4.418 -3.784
H 0.480 5.465 -2.477
H -1.209 4.428 -2.779
H -0.184 3.472 -0.720
C -2.453 -6.064 -3.528
C -3.120 -5.242 -2.388
O -2.851 -3.802 -2.372
O -1.053 -6.018 -3.511
H -2.846 -5.673 -4.467
H -2.683 -7.128 -3.475
H -2.738 -5.491 -1.398
H -4.171 -5.495 -2.252
H -1.982 -3.650 -1.995
H -0.882 -5.334 -4.163
C 3.139 1.893 4.558
C 3.293 3.348 5.152
O 1.964 3.782 5.202
O 2.667 1.989 3.195
H 2.421 1.235 5.047
H 4.091 1.362 4.540
H 3.849 4.081 4.568
H 3.663 3.420 6.175
H 1.918 4.598 4.698
H 1.961 2.639 3.195
C 1.571 -3.681 -0.421
C 0.490 -3.438 -1.421
O -0.782 -3.028 -0.993
O 2.322 -2.530 -0.040
H 2.276 -4.429 -0.784
H 1.093 -4.125 0.452
H 0.373 -4.395 -1.930
H 0.822 -2.778 -2.222
H -0.977 -3.370 -0.118
H 2.967 -2.791 0.622
*
```